{"formula": "C20H23N4O3OsS", "method": "the ωB97M-V functional and the def2-TZVPD basis", "charge": 1, "elements": ["Os", "N", "C", "C", "C", "C", "C", "C", "S", "O", "O", "N", "C", "N", "C", "C", "C", "N", "H", "H", "H", "H", "H", "H", "H", "H", "H", "C", "C", "C", "C", "C", "C", "H", "H", "H", "H", "H", "C", "C", "C", "C", "O", "H", "H", "H", "H", "H", "H", "H", "H", "H"], "coordinates": [[-0.795, -0.176, -0.408], [-3.306, -4.331, 5.685], [-2.947, -3.318, 4.863], [-2.175, -2.245, 5.348], [-1.804, -1.215, 4.521], [-2.187, -1.244, 3.176], [-2.954, -2.298, 2.675], [-3.332, -3.321, 3.510], [-1.766, 0.067, 2.145], [-1.997, 1.337, 2.735], [-2.447, -0.206, 0.808], [-0.259, -0.100, 1.469], [0.906, 0.293, 2.144], [1.954, 0.532, 1.367], [3.062, 0.893, 2.008], [3.116, 1.028, 3.386], [1.952, 0.755, 4.079], [0.834, 0.373, 3.462], [-3.098, -4.295, 6.666], [-3.919, -5.059, 5.368], [-1.880, -2.230, 6.389], [-1.221, -0.389, 4.898], [-3.259, -2.308, 1.639], [-3.935, -4.134, 3.127], [3.931, 1.082, 1.389], [4.020, 1.331, 3.891], [1.906, 0.835, 5.158], [-0.871, -4.566, -2.142], [-2.069, -3.883, -1.974], [-2.066, -2.625, -1.393], [-0.853, -2.049, -1.004], [0.349, -2.750, -1.154], [0.336, -4.007, -1.733], [-0.877, -5.552, -2.590], [-3.000, -4.333, -2.291], [-2.996, -2.087, -1.247], [1.281, -2.311, -0.819], [1.259, -4.555, -1.862], [0.677, 2.785, -2.599], [-0.669, 2.261, -2.138], [-1.126, 2.916, -0.844], [-1.726, 2.323, -3.221], [-0.459, 0.829, -1.853], [0.589, 3.840, -2.857], [1.017, 2.241, -3.480], [1.421, 2.679, -1.810], [-1.256, 3.989, -0.991], [-0.377, 2.783, -0.057], [-2.084, 2.510, -0.513], [-1.905, 3.362, -3.499], [-2.665, 1.895, -2.870], [-1.399, 1.781, -4.108]], "atomic_forces_ev_per_a": [[0.2, 0.2, -0.1], [0.0, 0.0, 0.0], [0.0, 0.0, 0.0], [0.0, 0.0, 0.0], [-0.1, 0.0, 0.0], [0.0, 0.0, 0.0], [0.1, -0.1, 0.0], [0.0, 0.0, 0.0], [0.1, 0.0, 0.0], [0.0, -0.1, 0.1], [0.0, -0.1, 0.0], [-0.5, 0.4, 0.0], [0.2, -0.2, -0.1], [-0.1, 0.0, 0.0], [0.1, 0.0, 0.0], [0.0, 0.0, 0.0], [0.0, 0.0, 0.0], [0.0, 0.0, 0.0], [0.0, 0.0, 0.0], [0.0, 0.0, 0.0], [0.0, 0.0, 0.0], [0.0, 0.0, 0.0], [0.0, 0.0, 0.0], [0.0, 0.0, 0.0], [0.0, 0.0, 0.0], [0.0, 0.0, 0.0], [0.0, 0.0, 0.0], [0.0, 0.0, 0.0], [0.0, 0.0, 0.0], [0.0, 0.0, 0.0], [0.0, 0.0, 0.1], [0.0, 0.0, 0.0], [0.0, 0.0, 0.0], [0.0, 0.0, 0.0], [0.0, 0.0, 0.0], [0.0, 0.0, 0.0], [0.0, 0.0, 0.0], [0.0, 0.0, 0.0], [0.0, 0.0, 0.0], [0.0, 0.0, 0.1], [0.0, 0.0, 0.0], [0.0, 0.0, 0.0], [0.0, -0.1, 0.1], [0.0, 0.0, 0.0], [0.0, 0.0, 0.0], [0.0, 0.0, 0.0], [0.0, 0.0, 0.0], [0.0, 0.0, 0.0], [0.0, 0.0, 0.0], [0.0, 0.0, 0.0], [0.0, 0.0, 0.0], [0.0, 0.0, 0.0]], "lowdin_charge": [1.55, 0.14, -0.29, -0.01, -0.05, -0.31, -0.05, -0.01, 0.71, -0.22, -0.45, -0.27, -0.46, 0.13, -0.10, -0.03, -0.09, 0.14, 0.11, 0.11, 0.12, 0.11, 0.11, 0.12, 0.12, 0.11, 0.12, -0.05, -0.07, -0.10, -0.34, -0.09, -0.06, 0.11, 0.11, 0.10, 0.10, 0.11, -0.02, -0.65, -0.04, -0.02, -0.32, 0.10, 0.10, 0.09, 0.10, 0.09, 0.08, 0.10, 0.09, 0.10]}

{"formula": "C15H26N2O3", "method": "the ωB97M-V functional and the def2-TZVPD basis", "smiles": "CN(C)C(=O)CNC[C@@H]1C(=O)[C@]2(C)CC[C@H]1[C@]2(C)CO", "elements": ["O", "O", "O", "C", "C", "N", "N", "C", "C", "C", "C", "C", "C", "C", "C", "C", "C", "C", "C", "C", "H", "H", "H", "H", "H", "H", "H", "H", "H", "H", "H", "H", "H", "H", "H", "H", "H", "H", "H", "H", "H", "H", "H", "H", "H", "H"], "coordinates": [[-0.835, 3.139, 0.396], [3.685, -2.270, -0.935], [2.049, -2.307, 3.465], [-0.832, 2.987, -0.838], [2.594, -2.372, -0.445], [-1.914, 3.631, -1.502], [0.447, 0.746, -0.512], [-1.984, 3.572, -2.943], [-2.710, 4.644, -0.899], [0.047, 1.811, -1.411], [2.352, -4.975, -0.351], [0.482, -4.227, 2.151], [2.677, -2.830, 2.324], [1.475, -0.126, -1.097], [-0.293, -2.350, -0.133], [0.453, -3.456, -0.854], [1.847, -1.080, 0.073], [0.794, -1.880, 0.826], [1.756, -3.588, -0.065], [1.461, -3.200, 1.395], [1.265, -2.833, 3.672], [-0.396, 0.322, -0.132], [-3.024, 3.221, -3.243], [-2.088, 4.685, -3.340], [-1.141, 3.043, -3.324], [-2.844, 4.541, 0.142], [-2.221, 5.494, -1.062], [-3.738, 4.643, -1.257], [0.857, 2.359, -1.892], [-0.613, 1.381, -2.159], [1.935, -5.757, 0.325], [2.005, -5.336, -1.305], [3.526, -5.075, -0.374], [-0.414, -3.794, 2.584], [1.025, -4.824, 2.958], [0.331, -5.029, 1.502], [3.235, -3.810, 2.616], [3.401, -1.986, 1.970], [2.221, 0.561, -1.381], [1.078, -0.643, -2.009], [-1.121, -2.771, 0.468], [-0.643, -1.551, -0.841], [0.527, -3.408, -1.917], [-0.303, -4.320, -0.764], [2.379, -0.486, 0.783], [0.409, -1.241, 1.670]], "atomic_forces_ev_per_a": [[0.9, 0.1, -1.5], [0.2, -1.1, -0.5], [0.1, 0.6, 1.0], [-2.7, -0.3, 3.9], [0.9, 2.2, 0.2], [2.5, -2.7, -1.1], [-0.1, 1.9, 0.2], [-2.8, 3.0, -0.2], [-1.7, -2.7, 0.6], [-1.5, 1.2, -0.8], [2.0, -0.7, 0.3], [2.6, 0.9, 0.9], [0.1, -0.9, -0.2], [-3.1, -1.0, 1.3], [-0.3, 0.9, 0.0], [-2.6, -1.8, 1.0], [0.4, -2.3, -1.4], [-2.5, 2.5, 2.8], [1.6, -2.5, -0.8], [-0.3, 0.9, -0.9], [0.4, 0.1, 0.0], [0.5, -0.2, -0.1], [1.4, -0.4, 0.1], [1.0, -2.0, 0.4], [0.2, -0.3, -0.7], [0.4, -0.5, 1.3], [1.4, 4.2, -0.7], [0.1, 0.0, -0.7], [0.5, -0.6, -0.1], [0.1, 0.0, -0.9], [0.4, 0.7, 0.0], [0.1, 0.1, -0.6], [-2.3, 0.5, 0.3], [-0.2, 0.0, -0.2], [-0.4, 1.3, -0.6], [-1.2, -1.0, -1.4], [-0.5, 1.6, -0.8], [-1.3, -1.9, 0.3], [1.5, 0.2, -0.3], [0.5, 0.0, 0.5], [0.1, 0.4, -0.6], [0.1, -0.7, 0.9], [0.6, 0.6, -0.7], [1.8, 0.4, 0.1], [0.9, 0.1, 0.3], [0.0, -0.6, -0.7]], "lowdin_charge": [0.02, 0.13, -0.08, -0.34, -0.30, -0.19, -0.06, -0.08, -0.06, -0.15, -0.01, 0.01, -0.18, -0.14, -0.14, -0.12, -0.15, -0.25, -0.39, -0.30, 0.07, 0.11, 0.10, 0.12, 0.06, 0.08, 0.05, 0.10, 0.13, 0.10, 0.08, 0.06, 0.13, 0.09, 0.11, 0.04, 0.15, 0.16, 0.11, 0.13, 0.12, 0.12, 0.12, 0.15, 0.14, 0.16]}

Ordered orbital gap results: 7.0520; 9.4194; unit eV.
Ordered LUMO energy results: -4.12; 0.57; unit eV.